Computed, not measured: the molecule C8H14N2O6 at a distorted geometry, with ωB97M-V with the def2-TZVPD basis set.

```
30
Properties=species:S:1:pos:R:3:forces:R:3
N 1.06731 2.36522 -1.20223 -1.1 2.8 -0.1
C 0.49661 2.47330 0.21075 -1.6 -1.6 -2.8
C -1.08213 2.73235 0.14779 -0.7 -0.3 1.1
O -1.67920 1.53812 -0.50615 0.9 1.2 0.8
C 0.59264 1.08733 0.93605 -1.9 2.5 -1.6
O -0.14003 0.89885 1.86410 -0.1 0.0 2.1
N 1.23894 0.10009 0.33678 0.0 -1.0 -0.8
C 1.02334 -1.18960 0.96736 1.0 -0.4 1.8
C -0.33322 -1.93219 0.85795 -1.4 -0.3 -1.2
C -0.69795 -2.14983 -0.68460 1.2 0.8 -0.5
C -2.20463 -2.07379 -1.07497 1.8 0.3 0.5
O -2.82681 -3.03478 -1.50387 0.4 3.2 1.0
O -2.55616 -0.71066 -0.86170 -0.1 -2.3 -0.5
C 2.21323 -1.99697 0.54732 -1.3 0.1 -1.2
O 2.11367 -3.06876 0.04374 0.4 -1.3 0.1
O 3.36202 -1.35781 0.63532 2.0 -1.9 -0.3
H 0.38754 1.66749 -1.74535 1.5 2.9 1.0
H 1.10305 3.55333 -1.56874 -0.6 -5.2 0.7
H 1.00864 3.18504 0.81436 0.3 0.8 0.2
H -1.54734 3.56464 -0.44062 1.4 -0.1 0.6
H -1.37464 2.86816 1.26208 -0.1 -0.6 -1.9
H -2.50162 1.72187 -0.99534 0.5 0.2 0.5
H 1.42116 0.17630 -0.65466 0.3 0.1 0.1
H 1.35307 -0.94151 2.00745 -1.2 -0.5 -0.2
H -1.20946 -1.34147 1.21483 1.1 -0.3 0.6
H -0.35512 -3.00713 1.32987 0.4 2.4 -0.6
H -0.11943 -1.37201 -1.40609 -1.3 -1.8 1.6
H -0.30472 -3.13151 -0.82755 0.1 -0.5 -1.1
H -1.75873 -0.17927 -0.51619 -1.6 -1.0 -0.6
H 3.30999 -0.44478 0.81230 -0.5 1.7 0.5
```
Positions in Å, forces in eV/Å.

Values from the calculation:
SMILES string: N[C@@H](CO)C(=O)N[C@@H](CCC(=O)O)C(=O)O
Frontier orbital gap, eV: 10.231
Multiplicity: 1
Relative energy (zero: lowest compared OMol25 entry of this formula, charge and spin), kcal per mole: 93.7
Total energy, eV: -23786.018
Total charge: 0

---

Computed, not measured: C8H14N2P as an isolated structure at a distorted geometry, with ωB97M-V with the def2-TZVPD basis set.

```
25
Properties=species:S:1:pos:R:3:forces:R:3
C 1.02988 -2.36270 0.15722 -0.8 1.1 -0.9
C 1.09976 -1.37952 -0.75202 2.6 -1.0 0.8
C 0.13617 -2.39608 1.27451 0.3 1.0 0.7
C 0.22308 -0.10338 2.04838 0.6 -2.6 0.4
C 0.30250 -0.18604 -0.74518 -1.1 1.5 2.3
C 0.52459 0.21453 3.43994 1.8 0.9 3.1
C -1.12970 -0.53902 -0.74698 -2.7 2.3 2.3
C -0.64816 1.94143 -2.43869 2.6 0.9 -1.0
N -0.19152 -1.40195 2.00311 -1.1 -0.9 0.5
N 0.34052 0.60129 1.00082 -0.2 -2.0 -2.9
P 0.94052 1.28340 -1.64391 -0.3 -0.6 -1.2
H 1.51190 -3.25103 -0.08130 1.2 -1.5 -0.1
H 1.92460 -1.49750 -1.47824 -0.8 0.2 0.0
H -0.24148 -3.35626 1.56373 -0.4 -0.5 0.1
H 1.17107 -0.52497 4.09754 -0.7 0.9 -2.3
H -0.34538 0.09551 4.12475 0.0 0.8 -1.0
H 1.03686 1.20642 3.50293 -0.7 -0.7 0.3
H -1.38521 -1.14229 0.15219 0.2 0.9 -0.5
H -1.57175 -1.19995 -1.43692 0.2 -0.3 -2.0
H -1.72024 0.45999 -0.66783 0.6 -2.0 -0.2
H -1.16143 1.07033 -2.67321 -1.6 -1.2 -0.4
H -0.30271 2.34232 -3.44267 -0.4 -0.1 1.3
H -1.19597 2.69438 -1.87531 0.1 -0.2 0.0
H 0.84569 1.43645 0.90553 0.5 1.7 0.7
H 1.25711 0.23909 -2.60868 0.0 1.2 -0.2
```
Positions in Å, forces in eV/Å.

Values from the calculation:
Frontier orbital gap, eV: 8.884
Multiplicity: 1
Relative energy (zero: lowest compared OMol25 entry of this formula, charge and spin), kcal per mole: 50.1
Total energy, eV: -20781.769
Total charge: +1

---

Computed, not measured: a 2-piece molecular cluster, C8H14N3O3 overall at a distorted geometry, with ωB97M-V with the def2-TZVPD basis set.

```
28
Properties=species:S:1:pos:R:3:forces:R:3
C 4.47735 0.38549 0.30556 -1.9 -1.4 -1.4
C 3.31019 1.03869 0.57205 -2.4 -1.5 -0.2
C 4.49343 -0.87560 -0.29375 -0.7 -1.4 0.7
C 2.28872 -1.14059 -0.02498 0.1 0.9 -1.3
C 2.11158 0.20824 0.32347 3.1 0.5 1.1
C -3.41288 0.18874 0.31434 2.4 -1.4 -1.0
C -1.92679 0.24122 0.88204 -0.5 -0.9 -2.3
C -1.05840 0.06408 -0.39472 -2.7 2.9 -2.8
N 3.46602 -1.71570 -0.40970 -0.7 2.0 0.5
N -1.08969 -1.15806 -0.84366 1.3 -1.9 -3.3
N -0.96146 1.15217 -1.21504 0.7 -4.8 -0.5
O -3.45062 1.06637 -0.80402 -3.8 -0.3 -0.8
O -1.71472 -0.84834 1.72037 1.5 0.3 0.0
O 0.83173 0.66803 0.51284 0.4 2.2 2.2
H 5.42553 0.73184 0.29108 2.6 2.1 0.6
H 3.27053 2.07602 0.92559 -0.1 -0.5 -0.1
H 5.43311 -1.26251 -0.61819 0.6 -0.2 -0.2
H 1.40512 -1.66702 -0.34635 -0.2 -0.5 0.6
H -3.59269 -0.95110 0.07197 -0.3 2.3 0.6
H -3.96668 0.69488 1.03997 -1.5 -0.4 1.6
H -1.79630 1.21249 1.29173 0.5 0.9 0.7
H -1.32890 -1.82090 -0.15187 -0.4 -1.0 0.7
H -0.89522 -1.62503 -1.83664 -0.3 2.1 2.9
H -0.79253 1.13580 -2.21204 0.0 -0.4 0.3
H -1.02442 2.00348 -0.82137 -0.4 3.3 1.5
H -4.47178 1.19055 -1.00068 3.1 -0.2 0.4
H 0.79579 1.56625 1.02463 0.5 -2.4 -1.3
H -0.72475 -0.89309 1.71567 -1.0 -0.4 0.9
```
Positions in Å, forces in eV/Å.

Values from the calculation:
Frontier orbital gap, eV: 9.205
Multiplicity: 1
Relative energy (zero: lowest compared OMol25 entry of this formula, charge and spin), kcal per mole: 70.6
Total energy, eV: -19126.799
Total charge: +1

---

Computed, not measured: C8H14N4 as an isolated structure at a distorted geometry, with ωB97M-V with the def2-TZVPD basis set.

```
26
Properties=species:S:1:pos:R:3:forces:R:3
C -2.58275 -1.07646 1.08942 -5.0 -4.3 3.0
C -1.45238 0.39836 -0.13142 6.0 -0.5 -0.5
C -1.33251 1.85617 -0.33968 -3.1 -3.3 1.6
C 0.80041 1.92509 -0.15933 -3.6 1.6 0.9
C 0.88708 0.56817 -0.02280 3.4 -0.9 1.1
C 3.12180 -0.35870 1.14567 -1.3 -0.2 -1.0
C -0.11760 -0.33957 0.08693 -3.7 1.1 -1.4
C 0.12863 -1.89160 -0.12483 -1.5 -1.3 4.0
H -1.70230 -1.67302 1.58353 -1.3 2.6 -1.0
H -3.19772 -2.25162 0.75443 0.8 3.4 1.8
H -3.27025 -0.26046 1.79972 2.1 -3.1 -1.1
H -3.36251 0.17279 -0.40659 0.9 -2.1 0.8
H -2.33871 2.18446 -0.40877 -0.8 1.4 -0.3
H 1.55528 2.57834 -0.14942 3.9 1.4 0.1
H 2.72717 0.75641 -1.05410 -0.9 -2.7 4.7
H 3.53753 0.52944 2.08786 -1.0 -2.7 -3.3
H 2.14163 -1.05790 1.71542 3.8 1.6 -1.4
H 4.17286 -1.02413 0.25334 -2.9 1.7 3.7
H -0.96497 -2.56814 0.31318 3.5 1.9 -2.6
H 0.90001 -2.33214 0.82514 -1.8 1.3 -2.9
H 1.06809 -2.97959 -1.91180 -1.8 4.0 1.9
H 1.55507 -1.42871 -1.22151 -0.4 -0.2 -1.2
N -2.55077 -0.49724 -0.17377 0.7 4.6 -2.5
N -0.31546 2.69776 -0.17500 0.1 -3.3 -1.4
N 2.27171 0.09492 -0.04011 1.9 2.1 -3.7
N 0.66064 -1.88608 -1.53172 2.0 -4.1 0.6
```
Positions in Å, forces in eV/Å.

Values from the calculation:
Frontier orbital gap, eV: 8.584
Multiplicity: 1
Relative energy (zero: lowest compared OMol25 entry of this formula, charge and spin), kcal per mole: 313.6
Total energy, eV: -14471.378
Total charge: 0

---

- The highest frontier orbital gap belongs to which entry?
  C8H14N2O6

---

- Which value of total charge does entry 4 give?
  0